1) The following is a quantum chemistry calculation of an isolated ion of composition C4H12N2O and charge +1, from OMol25.

CARTESIAN COORDINATES (ANGSTROEM)
H 0.8014 -0.9508 1.4708
C 1.4887 1.5075 1.5256
N -2.3915 -1.6150 -1.3924
H -1.8424 -0.0978 -0.1698
C 0.4264 0.8580 0.5041
H 1.7503 -0.7483 0.0184
H -0.9432 -0.0792 -1.6230
H 0.6403 2.4186 -0.5816
C 0.7498 -0.6038 0.4239
N -0.1664 -1.4729 -0.3578
H 1.1546 2.5203 1.7254
O 0.7733 1.4805 -0.7481
C -1.3482 -0.7656 -0.8661
H 1.5260 0.9390 2.4499
H -2.6281 -2.3946 -0.7930
H -0.5312 1.1939 0.9444
H 0.2305 -1.8320 -1.2224
H 2.4665 1.3039 1.0667
H -2.1571 -1.6617 -2.3749

Calculated values
- Net charge: +1
- <S²>: 0.755
- LUMO energy (spin up / spin down): -0.1143 / -0.3034 Ha
- Spin multiplicity: 2

Listed below, in e, are the natural (NBO) charges computed for each atom: H 0.273; C -0.607; N -0.765; H 0.242; C 0.051; H 0.263; H 0.274; H 0.490; C -0.302; N -0.177; H 0.235; O -0.716; C -0.134; H 0.218; H 0.409; H 0.208; H 0.410; H 0.230; H 0.398

***

2) The following is a quantum chemistry calculation of an isolated ion of composition C4H12N2O and charge +1, from OMol25.

CARTESIAN COORDINATES (ANGSTROEM)
H -0.9116 -0.8299 -1.7691
C -1.2126 -0.6951 0.3511
H -1.7335 1.5762 -0.5876
C -1.6909 -0.4271 -1.0971
C 2.1164 0.3054 0.5480
H 0.9840 1.2103 -0.7967
H -2.4620 -1.1645 -1.3530
H 2.6951 -0.2473 -0.1989
N -2.1163 0.9305 -1.2646
H 1.5944 -1.4569 1.6868
H 2.8140 0.6889 1.2964
O 1.5194 1.4498 -0.0249
H -1.3637 0.1833 0.9739
H 0.5988 0.0129 2.0859
H 0.5943 -1.3981 -0.4846
H -1.9395 1.3067 -2.1864
C 1.1051 -0.5382 1.3098
N 0.1409 -1.1299 0.3953
H -1.8513 -1.5073 0.7376

Calculated values
- Net charge: +1
- <S²>: 0.754
- LUMO energy (spin up / spin down): -0.1171 / -0.2873 Ha
- Spin multiplicity: 2

Listed below, in e, are the natural (NBO) charges computed for each atom: H 0.164; C -0.301; H 0.368; C -0.212; C -0.084; H 0.466; H 0.216; H 0.194; N -0.820; H 0.273; H 0.237; O -0.681; H 0.251; H 0.248; H 0.412; H 0.391; C -0.290; N -0.126; H 0.293

***

3) The following is a quantum chemistry calculation of an isolated ion of composition C4H12N2O and charge +1, from OMol25.

CARTESIAN COORDINATES (ANGSTROEM)
H -0.5163 1.6659 -0.0642
O 0.2216 -0.3198 1.1366
H -1.4211 0.0770 2.2133
N -1.2603 1.3740 0.5773
H -3.2999 1.4119 0.0279
N 2.0488 -1.2079 -1.9075
H -0.1189 1.3044 2.3205
H 0.5454 -1.9879 0.0645
H -2.2101 0.7482 -1.2030
C 0.4062 -0.9208 -0.1220
H 2.6472 -0.7205 -2.5583
C -0.6537 0.6227 1.6588
H 1.4076 0.6551 -1.1669
H -2.5786 -0.2017 0.2374
H 2.4526 -0.2309 -0.0613
C -2.4017 0.8080 -0.1319
H 2.5461 -2.0166 -1.5623
H -0.4275 -0.8054 -0.8217
C 1.6632 -0.3455 -0.8110

Calculated values
- Net charge: +1
- <S²>: 0.756
- LUMO energy (spin up / spin down): -0.1116 / -0.3101 Ha
- Spin multiplicity: 2

Listed below, in e, are the natural (NBO) charges computed for each atom: H 0.405; O -0.432; H 0.212; N -0.173; H 0.286; N -0.834; H 0.243; H 0.229; H 0.254; C -0.083; H 0.382; C 0.061; H 0.172; H 0.251; H 0.189; C -0.482; H 0.371; H 0.178; C -0.229

***

The most stable of them is 2).

***

1) The following is a quantum chemistry calculation of a 2-piece molecular cluster, C3H8NOP overall, from OMol25.

CARTESIAN COORDINATES (ANGSTROEM)
H -3.4572 0.1121 1.1452
H 1.2549 1.1212 1.1007
C 1.8127 -0.4222 -0.1246
P -2.1247 0.6093 -0.3405
N -1.4184 -0.9515 -0.2343
C -0.1701 -1.2005 -0.2122
C 1.8027 1.0489 0.2240
H 0.0917 -2.1090 0.1916
H 1.1785 1.6265 -0.5287
O -3.5896 0.2953 0.2143
H -2.5618 0.2435 -1.5874
H 2.7986 1.4602 0.5017
H 2.2658 -0.7333 -1.0821
H 2.1169 -1.1004 0.7322

Calculated values
- LUMO energy: 0.0261 Ha

Listed below, in e, are the natural (NBO) charges computed for each atom: H 0.482; H 0.209; C -0.372; P 1.021; N -0.770; C 0.181; C -0.661; H 0.132; H 0.221; O -0.965; H -0.092; H 0.217; H 0.202; H 0.194

***

2) The following is a quantum chemistry calculation of one molecule with the formula C3H8NOP, from OMol25.

CARTESIAN COORDINATES (ANGSTROEM)
C -0.5008 1.4546 -0.2731
H -1.5405 -1.0737 -1.0147
C -0.4168 0.1376 0.4407
H -0.9839 -1.8864 0.5316
H 3.1162 0.0614 -1.4602
H -0.5477 1.3826 -1.3380
H -0.1393 2.4017 0.2106
H 2.4558 -1.1200 1.1895
N 0.9050 -0.1192 -0.2451
H -2.4225 -0.9436 0.4452
O 3.4282 -0.2218 -0.6644
C -1.4348 -0.9544 0.0968
H -0.1017 0.2692 1.5344
P 2.2710 0.1346 0.5923

Calculated values
- LUMO energy (spin up / spin down): -0.0232 / -0.0109 Ha

Listed below, in e, are the natural (NBO) charges computed for each atom: C -0.192; H 0.220; C -0.140; H 0.220; H 0.475; H 0.203; H 0.211; H -0.089; N -0.766; H 0.223; O -0.971; C -0.621; H 0.195; P 1.033

***

The most stable of them is 1).

***

1) The following is a quantum chemistry calculation of a 2-piece molecular cluster, C5H12O4 overall, from OMol25.

CARTESIAN COORDINATES (ANGSTROEM)
H -2.2786 -1.6499 -0.2743
O 2.7511 -3.6506 0.9478
O 1.1646 -1.3782 -0.5306
O 3.1397 -2.7493 0.2071
H 0.2526 2.1445 0.7646
H -0.8638 2.4087 -0.5859
C -1.6113 0.1440 0.7241
C -1.9849 -1.3138 0.7272
O 0.7432 -0.3706 0.4425
H 1.4766 3.0538 -1.1661
H -1.1543 -1.9529 1.0474
H -2.4477 0.7371 0.3446
C 1.1568 2.0099 -1.1396
C -0.3919 0.3806 -0.1175
H -2.8359 -1.4968 1.3895
H 0.9068 1.7315 -2.1680
C -0.0153 1.8281 -0.2204
H 1.9813 -1.7609 -0.1136
H 2.0151 1.3988 -0.8461
H -0.6428 0.0358 -1.1520
H -1.3614 0.4502 1.7191

Calculated values
- Structure (SMILES): CCC(CC)OO.O=O
- LUMO energy (spin up / spin down): -0.0800 / -0.0847 Ha

Listed below, in e, are the natural (NBO) charges computed for each atom: H 0.200; O 0.062; O -0.470; O -0.023; H 0.201; H 0.207; C -0.419; C -0.603; O -0.315; H 0.205; H 0.218; H 0.206; C -0.602; C 0.092; H 0.205; H 0.200; C -0.419; H 0.447; H 0.217; H 0.189; H 0.201

***

2) The following is a quantum chemistry calculation of a 2-piece molecular cluster, C5H12O4 overall, from OMol25.

CARTESIAN COORDINATES (ANGSTROEM)
O 0.3910 -6.5323 -3.5845
H -0.7108 -4.5348 -1.9496
H -0.1327 -0.5798 0.9289
H -1.6631 -2.3756 -2.7525
H -1.0703 -2.5831 -0.5489
H -1.0246 2.8083 2.3420
H 0.6376 -2.3408 -1.0186
O -1.0465 1.9734 1.8217
C -0.0852 -5.7081 -4.3600
C -0.4014 -2.0220 -1.2295
H -0.3406 1.0337 0.1788
H 1.0739 0.0218 -0.2507
H -0.0572 -1.7923 -3.2789
C -0.2092 -3.9242 -2.7248
C -0.5759 -2.4551 -2.5598
H 0.8750 -3.9214 -2.5017
C 0.0000 0.0000 0.0000
H -0.4127 -5.7654 -5.4169
O -0.7649 -0.5850 -1.0529
O -0.3048 -4.4881 -4.0578
H -1.1525 2.2657 0.8881

Calculated values
- Structure (SMILES): COCCCOC=O.O
- LUMO energy: 0.0249 Ha

Listed below, in e, are the natural (NBO) charges computed for each atom: O -0.604; H 0.202; H 0.173; H 0.207; H 0.177; H 0.475; H 0.169; O -0.936; C 0.649; C -0.069; H 0.178; H 0.162; H 0.224; C -0.068; C -0.446; H 0.182; C -0.231; H 0.128; O -0.544; O -0.494; H 0.466

***

The most stable of them is 2).

***

1) The following is a quantum chemistry calculation of one molecule with the formula C5H12O4, from OMol25.

CARTESIAN COORDINATES (ANGSTROEM)
H -0.3181 2.6665 1.3812
O 0.7879 0.3994 1.7721
H -1.0796 0.9097 -1.8293
H -0.6316 -0.6866 -2.3967
H -2.0536 -0.5017 -1.3562
H 0.4900 -2.0508 0.9406
O -1.5595 0.1282 1.1788
H 0.6709 2.4293 -0.0706
O 1.4125 -0.0460 -0.9898
C -0.2341 2.1022 0.4484
C -1.0387 -0.1412 -1.5399
H -1.0828 -2.2797 0.1448
H -1.4758 0.0133 2.1391
H -1.1075 2.3288 -0.1635
H 0.4291 -2.4088 -0.7748
O 2.4033 -0.5623 -0.0369
C -0.1445 -0.3888 -0.3392
H 1.5712 -0.0370 1.3355
C -0.1230 0.6331 0.7699
H 3.1618 -0.6417 -0.6402
C -0.0779 -1.8660 0.0266

Calculated values
- Structure (SMILES): CC(O)(O)C(C)(C)OO
- LUMO energy: 0.0262 Ha

Listed below, in e, are the natural (NBO) charges computed for each atom: H 0.231; O -0.732; H 0.225; H 0.233; H 0.245; H 0.231; O -0.779; H 0.230; O -0.375; C -0.651; C -0.662; H 0.234; H 0.478; H 0.220; H 0.229; O -0.527; C 0.342; H 0.515; C 0.481; H 0.491; C -0.659

***

2) The following is a quantum chemistry calculation of a 3-piece molecular cluster, C5H12O4 overall, from OMol25.

CARTESIAN COORDINATES (ANGSTROEM)
C -1.0784 0.8813 -1.4761
H 1.4288 1.0290 0.6749
H -1.5469 1.9685 0.6864
H 1.3114 -0.3469 -1.1693
H -1.2641 -1.2200 2.0227
H 1.8619 -0.0028 2.0379
C 1.0304 0.3459 1.4215
H -2.0765 -0.6097 -0.3472
C 0.4073 -0.8592 0.7622
O 1.4760 0.6414 -1.7106
O 1.4694 0.3343 -3.1097
H 1.9528 1.0899 -3.4763
H 0.3132 0.8397 2.0714
H -0.6780 -2.6672 1.1673
O -1.9111 1.0788 0.7740
C -0.3801 -1.7532 1.6747
O 0.9087 -1.3281 -0.2870
H 0.2157 -2.0035 2.5542
H -1.0452 0.3076 -2.3841
H -0.8211 1.9273 -1.5438
C -1.5742 0.3468 -0.3430

Calculated values
- Structure (SMILES): CC(C)=O.C=CO.OO
- LUMO energy: 0.0082 Ha

Listed below, in e, are the natural (NBO) charges computed for each atom: C -0.408; H 0.255; H 0.475; H 0.483; H 0.247; H 0.250; C -0.744; H 0.191; C 0.674; O -0.550; O -0.489; H 0.454; H 0.234; H 0.239; O -0.706; C -0.727; O -0.590; H 0.245; H 0.228; H 0.197; C 0.042

***

The most stable of them is 1).

***

1) The following is a quantum chemistry calculation of a 3-piece molecular cluster, C3H11NO3S overall, from OMol25.

CARTESIAN COORDINATES (ANGSTROEM)
H 3.0643 -2.3474 0.7308
H -2.6091 1.6866 -3.0471
H 1.9029 1.1784 0.3163
H 3.1458 -1.0372 1.5594
O -3.2750 1.2317 -2.5319
C 1.4533 -0.3493 -1.0043
H 0.5636 -0.7157 -1.5430
S -2.2931 -0.8039 1.4274
C -0.5433 -0.3290 1.3465
N 1.1662 0.7000 -0.1740
H -0.0496 -1.2564 1.0498
H -0.1188 -0.1807 2.3457
O 2.9522 -1.9811 1.6234
H -2.8724 0.3926 1.1643
H -0.7934 0.9332 -0.3551
H -0.2193 1.8630 0.9479
C -0.1379 0.8632 0.5325
H -3.9271 0.8184 -3.1186
O 2.5909 -0.6665 -1.2700

Calculated values
- Structure (SMILES): O=CNCCS.O.O
- LUMO energy: 0.0194 Ha

Listed below, in e, are the natural (NBO) charges computed for each atom: H 0.483; H 0.473; H 0.389; H 0.469; O -0.950; C 0.525; H 0.123; S -0.026; C -0.549; N -0.619; H 0.239; H 0.215; O -0.951; H 0.128; H 0.204; H 0.222; C -0.246; H 0.478; O -0.608

***

2) The following is a quantum chemistry calculation of a 3-piece molecular cluster, C3H11NO3S overall, from OMol25.

CARTESIAN COORDINATES (ANGSTROEM)
O -2.0534 -1.7804 -0.6407
H 1.7567 1.4964 1.5241
H -0.5262 2.9027 0.4560
N -0.3638 -1.0548 0.6770
C 0.9071 -0.4054 0.8389
H -1.0821 -0.8640 1.3658
H 1.4114 -1.7786 4.7521
H 1.3926 -1.7195 3.2553
O 1.8402 -1.3253 4.0122
H -2.7627 1.2204 -6.5857
H -0.3035 -1.1575 -1.4127
O -1.8473 1.0688 -6.3430
C -0.9302 -1.3404 -0.5387
H 1.5248 -0.9804 1.5214
H -1.4955 1.8237 -5.8688
C 0.8060 1.0545 1.2647
H 1.4293 -0.4117 -0.1244
H 0.0877 1.2435 2.0596
S 0.2089 2.0080 -0.2130

Calculated values
- Structure (SMILES): O=CNCCS.O.O
- LUMO energy: 0.0192 Ha

Listed below, in e, are the natural (NBO) charges computed for each atom: O -0.592; H 0.228; H 0.130; N -0.632; C -0.230; H 0.397; H 0.471; H 0.461; O -0.932; H 0.474; H 0.115; O -0.947; C 0.537; H 0.192; H 0.473; C -0.496; H 0.208; H 0.220; S -0.079

***

The most stable of them is 2).

***

1) The following is a quantum chemistry calculation of a 2-piece molecular cluster, C2H5NO3 overall, from OMol25.

CARTESIAN COORDINATES (ANGSTROEM)
C -1.1193 -1.1254 -0.7105
O -0.3493 -1.9523 -0.2177
O 1.0099 0.0554 -0.0006
H 0.7557 -1.0668 0.1730
C -0.8950 0.3503 -0.4575
N 1.3048 0.8376 1.1724
H -1.2057 0.4293 0.6270
H 2.3226 0.8165 1.2432
H 1.0747 1.7905 0.8908
H -1.8471 -1.4027 -1.4819
O -1.0514 1.2675 -1.2381

Calculated values
- Structure (SMILES): O=CC=O.NO
- LUMO energy: -0.0198 Ha

Listed below, in e, are the natural (NBO) charges computed for each atom: C 0.400; O -0.526; O -0.595; H 0.511; C 0.336; N -0.519; H 0.117; H 0.342; H 0.348; H 0.166; O -0.579

***

2) The following is a quantum chemistry calculation of one molecule with the formula C2H5NO3, from OMol25.

CARTESIAN COORDINATES (ANGSTROEM)
H 2.1855 1.3872 -0.1986
N 1.7604 0.5445 0.3448
O -0.3345 1.7609 -0.2716
C -1.7248 -0.4596 0.0806
H -2.3034 0.1463 -0.6894
H -1.9953 -1.5801 0.0042
O 2.0219 -0.5749 -0.3379
H 2.3060 -1.2558 0.2665
C 0.2749 0.7054 0.0277
O -0.2081 -0.4404 -0.3456
H -1.9825 -0.2335 1.1193

Calculated values
- Structure (SMILES): COC(=O)NO
- LUMO energy: 0.0278 Ha

Listed below, in e, are the natural (NBO) charges computed for each atom: H 0.364; N -0.354; O -0.624; C -0.279; H 0.224; H 0.200; O -0.550; H 0.470; C 0.848; O -0.504; H 0.206

***

The most stable of them is 2).